# C2H6OP2

One molecule with the formula C2H6OP2 (ωB97M-V/def2-TZVPD, OMol25).

Element x y z (Å)
C: 1.26 0.16 0.35
C: -0.27 0.17 0.52
O: 1.68 1.02 -0.38
P: -0.85 -1.66 0.19
P: -0.74 1.69 -0.37
H: 1.86 -0.70 0.83
H: -0.35 0.47 1.60
H: 0.38 -2.24 0.57
H: -0.33 -1.76 -1.07
H: -2.08 1.36 -0.54
H: -0.57 1.49 -1.70

Computed properties:
* SMILES: O=CC(P)P
* total charge: 0

=====

# C2H6OS

A 2-piece molecular cluster, C2H6OS overall (ωB97M-V/def2-TZVPD, OMol25).

Element x y z (Å)
S: 0.97 1.40 -1.98
H: 1.89 2.00 -1.22
H: 1.60 0.22 -1.83
C: -1.17 -1.01 0.18
C: -0.37 -0.63 1.20
O: 0.13 0.60 1.45
H: -2.09 -1.56 0.35
H: -0.86 -0.87 -0.84
H: -0.22 -1.27 2.07
H: 0.11 1.12 0.63

Computed properties:
* SMILES: C=CO.S
* total charge: 0

=====

Total energy for every record listed, in sequence, given in eV: -22794.0890; -15051.8975.
Relative energy (zero: lowest compared OMol25 entry of this formula, charge and spin) for every record listed, in sequence, given in kJ/mol: 69.28; 148.03.
E_HOMO for every record listed, in sequence, given in eV: -9.30; -8.24.